C2H3O3Pb | wB97M-V/def2-TZVPD

- <S²> = 0.75
- LUMO (spin up / spin down) (eV) = -0.7 / -0.7
- spin multiplicity = 2
- HOMO (spin up / spin down) (eV) = -6.5247 / -8.2259
- DFT total energy (hartree) = -496.422232

The geometry in XYZ format:
```
9
C2H3O3Pb wB97M-V/def2-TZVPD
C -2.478 -0.228 -1.260
O -1.750 0.020 -0.180
H -3.532 0.080 -1.251
H -1.968 -0.363 -2.229
O 1.787 -0.943 1.295
C 2.465 0.094 1.054
O 1.886 1.155 0.690
Pb 0.045 0.075 0.601
H 3.545 0.108 1.280
```

Atomic charges from the Löwdin analysis, expressed in e, are listed below: C -0.215; O -0.574; H 0.041; H 0.037; O -0.245; C -0.539; O -0.239; Pb 1.593; H 0.140